# C44H58LiN10O2

A molecular structure, C44H58LiN10O2 (ωB97M-V/def2-TZVPD, the OMol25 dataset).

The geometry in XYZ format:
```
115
Properties=species:S:1:pos:R:3:forces:R:3
Li 12.344 11.743 8.360 0.5 0.2 0.3
C 6.128 10.339 11.673 -1.2 0.2 -0.1
C 7.360 10.593 10.859 1.3 0.4 -1.2
C 7.947 9.680 9.968 0.0 1.2 1.8
C 9.214 9.950 9.369 0.8 0.5 -1.6
C 10.036 8.967 8.686 -2.1 -0.2 1.4
N 10.064 7.693 9.067 1.2 -0.8 -2.1
C 9.858 7.133 10.394 -1.3 0.5 0.8
C 11.048 7.305 11.349 0.3 -0.9 1.0
C 12.438 6.778 10.831 -0.4 -0.1 -0.1
N 13.219 7.850 10.238 -0.5 0.0 -0.7
C 14.138 8.465 10.969 1.1 1.2 1.4
C 14.703 9.730 10.759 -1.6 -0.7 -1.5
C 15.349 10.448 11.890 0.4 -0.4 0.4
C 15.924 12.583 12.470 0.1 -0.9 -0.6
C 16.669 12.922 13.718 -0.4 0.5 -0.4
C 15.602 13.795 11.666 0.1 0.9 -1.1
C 14.437 13.567 11.021 -0.7 0.0 0.2
C 13.410 14.269 10.188 0.2 3.2 -0.6
N 13.754 14.646 8.794 -0.5 -0.6 2.5
C 13.461 16.041 8.440 0.8 -1.2 -2.1
C 12.157 16.286 7.654 -1.6 -0.3 0.9
C 10.955 16.398 8.695 2.8 -0.6 0.1
N 10.623 15.101 9.293 -2.5 -0.7 -1.0
C 9.437 13.706 10.434 0.4 0.7 -0.1
C 9.090 12.228 10.190 -1.3 2.5 1.7
C 8.044 11.844 11.032 0.2 -1.9 -0.9
C 9.661 11.360 9.222 0.3 -1.6 0.7
O 10.580 11.710 8.447 -0.5 -0.1 -0.4
C 14.234 10.415 9.536 -1.3 -1.3 0.9
O 13.168 10.034 8.919 1.2 0.7 0.1
H 5.355 9.753 11.131 0.7 -0.1 0.3
H 5.552 11.271 11.932 0.9 -0.7 -0.1
H 6.427 9.837 12.600 -0.4 0.0 -0.1
H 7.409 8.762 9.835 0.1 -0.6 -0.2
H 10.597 9.195 7.802 0.2 0.4 -0.3
H 10.430 6.977 8.366 -0.3 1.7 1.3
H 9.440 6.127 10.237 0.6 0.1 0.3
H 9.050 7.702 10.878 0.2 -0.3 -0.2
H 10.741 6.769 12.297 0.4 0.5 -0.9
H 11.087 8.378 11.609 0.3 -0.4 -0.1
H 12.206 6.076 10.037 0.1 -0.4 -0.1
H 13.080 6.210 11.566 -0.9 0.8 -0.5
H 12.852 8.437 9.439 0.4 -0.7 1.2
H 14.482 7.907 11.877 -0.4 0.5 -0.8
H 15.455 9.721 12.721 0.6 0.1 -0.5
H 16.519 12.133 14.407 0.2 -0.7 1.1
H 16.237 13.844 14.108 0.2 0.0 0.3
H 17.723 13.056 13.506 0.3 0.1 0.1
H 16.162 14.755 11.634 -0.2 -1.1 0.3
H 13.449 15.299 10.640 -1.0 -0.9 0.1
H 14.299 16.460 7.862 -0.2 -0.3 0.0
H 13.467 16.627 9.334 -0.2 0.4 0.7
H 11.879 15.569 6.867 0.5 -0.3 0.5
H 12.200 17.216 7.098 0.1 0.5 0.2
H 10.087 16.812 8.248 -0.8 0.4 -0.3
H 11.374 17.046 9.468 -0.8 0.3 -0.3
H 8.834 14.114 11.270 0.2 -0.6 -0.6
H 7.725 12.395 11.909 0.0 0.6 -0.4
C 8.256 15.802 9.670 -1.4 1.5 1.3
N 9.123 14.732 9.221 2.4 -1.9 -0.5
C 8.754 14.141 7.823 -0.5 1.0 1.0
C 10.860 14.418 10.587 1.4 0.9 -0.3
N 12.036 13.562 10.448 1.9 -0.6 -0.4
C 12.397 12.592 11.463 -1.1 -0.8 0.8
C 11.615 11.933 12.434 -0.4 -0.2 -0.1
C 12.320 11.480 13.632 0.5 -0.2 -1.2
C 13.686 11.373 13.690 0.6 -0.6 0.5
C 14.572 11.611 12.520 -1.8 2.9 -1.0
C 16.576 11.365 11.664 0.0 0.6 1.1
C 17.112 11.540 10.311 0.6 1.0 -2.6
C 16.470 11.417 9.082 1.4 0.4 1.9
C 15.016 11.523 8.933 -1.3 1.7 -1.2
N 14.297 12.409 8.257 1.2 -1.7 2.9
C 14.589 13.808 7.950 -0.6 0.8 -2.7
N 13.982 13.916 6.606 1.4 1.6 -1.8
C 14.473 14.926 5.631 -0.7 -1.4 0.1
C 12.956 13.117 6.021 0.2 -0.3 0.8
N 15.949 14.328 7.789 -1.4 -1.3 -0.4
C 16.765 13.563 6.854 0.3 0.9 -0.1
C 16.572 15.134 8.790 -0.4 0.3 1.5
C 13.764 12.471 11.554 0.1 -2.2 0.1
N 10.930 15.326 11.737 -0.9 -1.2 -0.3
C 10.762 14.721 13.034 -1.0 -0.4 -0.1
C 11.353 16.698 11.885 0.8 -0.1 -0.7
H 8.059 16.588 8.885 0.3 -1.0 0.8
H 8.774 16.241 10.558 -0.3 0.0 -0.8
H 7.267 15.456 10.123 1.2 -0.1 -1.1
H 7.796 13.570 7.901 0.6 0.9 0.0
H 9.511 13.467 7.464 0.5 -0.2 0.4
H 8.719 15.016 7.139 -0.4 -0.6 0.5
H 10.509 11.849 12.403 1.0 0.3 0.1
H 11.704 11.210 14.486 0.2 -0.1 0.0
H 14.248 10.952 14.540 -0.8 0.4 0.1
H 17.415 11.109 12.307 0.2 -0.6 -0.2
H 18.177 11.950 10.264 -1.2 -1.4 0.0
H 17.042 11.187 8.163 -0.3 1.0 0.6
H 15.025 15.712 6.111 0.4 0.2 0.0
H 13.631 15.359 5.072 0.0 0.1 0.3
H 15.059 14.380 4.875 0.3 0.5 0.0
H 13.072 12.057 6.309 -0.2 0.2 -0.5
H 13.024 13.244 4.938 -0.1 -0.4 0.1
H 11.978 13.486 6.335 -0.6 -0.2 0.0
H 16.243 12.682 6.503 -0.3 0.2 -0.4
H 17.597 13.173 7.379 1.2 -0.4 0.6
H 17.209 14.154 6.014 -0.7 -0.3 0.4
H 17.647 15.031 8.666 0.1 0.3 0.0
H 16.337 14.768 9.832 0.4 0.5 -1.4
H 16.262 16.217 8.736 0.5 -0.8 -0.1
H 10.033 13.896 12.964 0.6 0.1 0.2
H 10.274 15.453 13.668 0.1 0.3 0.4
H 11.693 14.371 13.481 0.0 -0.1 0.1
H 11.980 17.057 11.047 -0.5 -0.1 0.6
H 12.008 16.745 12.777 -0.4 0.2 -0.3
H 10.452 17.306 12.010 0.4 0.6 0.1
```
Forces are in eV/Å.

The value obtained for the maximum force is 3.57 eV Å⁻¹. As for the orbital gap (spin up / spin down): 0.1307 / 0.1308 hartree. Its net charge is +1. Its total energy is -2416.41917 Ha. Its HOMO energy (spin up / spin down) is -7.1 / -7.1 eV.

=====

# C44H59AlCl3GeNO4P2Si

A molecular structure, C44H59AlCl3GeNO4P2Si (ωB97M-V/def2-TZVPD, the OMol25 dataset).

The geometry in XYZ format:
```
116
Properties=species:S:1:pos:R:3:forces:R:3
Al -0.044 -0.241 1.247 0.4 -0.4 0.3
C 1.198 -4.007 1.483 -0.2 0.7 -0.1
Si 1.247 -2.309 0.599 1.0 -1.2 0.1
C 0.661 -2.579 -1.209 -0.1 0.4 0.6
C 1.530 -3.178 -2.113 0.1 -0.1 -0.1
C 1.116 -3.492 -3.396 0.1 0.0 0.1
C -0.184 -3.222 -3.790 -0.2 0.1 0.0
C -1.057 -2.609 -2.908 0.0 -0.1 -0.1
C -0.641 -2.280 -1.622 -0.1 0.3 0.2
P -1.713 -1.400 -0.442 -0.6 -0.2 -0.8
C -3.113 -2.532 0.088 0.2 0.5 0.3
C -2.726 -3.406 1.285 0.3 0.0 0.1
C -2.072 -4.719 0.873 -0.3 -0.1 0.1
C -3.007 -5.515 -0.026 0.3 0.1 -0.2
C -3.219 -4.721 -1.305 -0.2 -0.1 0.1
C -3.829 -3.355 -1.001 0.2 0.1 -0.3
C -2.592 0.036 -1.314 0.3 0.0 0.4
C -4.030 -0.066 -1.860 -0.1 -0.3 -0.1
C -4.065 -0.029 -3.385 -0.1 0.1 0.1
C -3.546 1.317 -3.895 0.0 -0.1 0.0
C -2.358 1.816 -3.061 0.1 -0.1 -0.1
C -1.654 0.664 -2.348 0.1 0.3 0.1
C 3.079 -1.771 0.725 -0.8 0.1 0.0
C 4.040 -2.771 0.641 0.1 -0.1 -0.1
C 5.374 -2.503 0.888 0.0 -0.1 0.0
C 5.763 -1.227 1.261 0.1 0.0 0.0
C 4.821 -0.219 1.348 -0.1 0.0 0.1
C 3.482 -0.479 1.070 -0.1 0.1 0.0
P 2.245 0.856 1.055 0.9 0.1 -0.3
C 2.594 1.605 -0.626 -0.2 0.0 0.4
C 4.009 2.107 -0.919 -0.1 0.2 0.1
C 3.970 2.952 -2.202 -0.1 0.0 0.0
C 2.970 2.393 -3.221 0.1 -0.2 -0.1
C 2.834 0.885 -3.051 -0.2 0.1 0.0
C 2.249 0.536 -1.674 -0.1 -0.1 0.0
C 2.701 1.937 2.531 -0.2 -0.3 0.1
C 1.416 2.457 3.189 -0.3 -0.1 -0.2
C 0.845 3.669 2.466 0.1 0.0 0.2
C 1.861 4.803 2.429 -0.1 -0.1 -0.3
C 3.105 4.320 1.698 0.1 0.1 0.3
C 3.697 3.096 2.394 0.1 -0.1 -0.4
H 1.300 -4.829 0.778 0.0 0.0 -0.3
H 0.279 -4.150 2.039 -0.1 -0.1 0.0
H 2.011 -4.066 2.200 0.1 0.1 0.1
H 2.542 -3.396 -1.812 0.2 -0.1 0.0
H 1.808 -3.947 -4.088 0.1 -0.1 -0.1
H -0.520 -3.486 -4.781 0.0 0.0 -0.1
H -2.070 -2.396 -3.215 -0.1 0.0 -0.1
H -3.828 -1.779 0.460 0.1 -0.1 -0.1
H -3.638 -3.640 1.838 0.0 0.0 0.1
H -2.062 -2.850 1.956 -0.1 -0.1 0.1
H -1.824 -5.289 1.769 0.2 0.0 0.0
H -1.155 -4.516 0.318 0.1 -0.1 0.0
H -3.961 -5.680 0.477 -0.1 -0.1 0.1
H -2.575 -6.489 -0.255 0.0 -0.1 0.0
H -3.896 -5.252 -1.977 0.0 0.0 -0.1
H -2.262 -4.611 -1.818 0.0 0.0 0.0
H -4.847 -3.524 -0.640 -0.1 0.1 0.0
H -3.902 -2.795 -1.934 -0.1 0.1 0.0
H -2.657 0.740 -0.473 0.1 -0.1 -0.2
H -4.586 0.805 -1.504 0.0 0.0 0.1
H -4.558 -0.939 -1.484 0.0 0.0 0.1
H -5.087 -0.180 -3.734 0.0 -0.1 0.0
H -3.456 -0.835 -3.793 0.0 -0.1 -0.1
H -4.345 2.056 -3.847 -0.1 0.0 -0.1
H -3.260 1.216 -4.942 0.0 0.1 0.0
H -2.705 2.528 -2.309 0.0 0.1 0.0
H -1.648 2.338 -3.704 0.0 0.1 0.1
H -0.764 1.037 -1.832 0.0 0.0 -0.1
H -1.324 -0.073 -3.082 0.0 0.0 0.0
H 3.746 -3.778 0.383 0.0 -0.2 0.0
H 6.104 -3.294 0.811 0.1 -0.1 0.0
H 6.799 -1.017 1.478 0.1 0.0 0.0
H 5.133 0.767 1.656 0.1 0.1 0.0
H 1.895 2.444 -0.718 0.0 0.0 0.0
H 4.669 1.248 -1.051 0.0 0.0 0.1
H 4.416 2.716 -0.116 0.0 -0.1 0.0
H 4.970 2.978 -2.635 0.0 0.1 0.0
H 3.696 3.979 -1.954 0.1 0.1 0.0
H 3.301 2.624 -4.233 -0.1 0.1 0.0
H 1.991 2.856 -3.087 -0.1 0.1 0.0
H 3.821 0.434 -3.159 0.0 -0.1 0.0
H 2.199 0.469 -3.833 0.0 -0.1 0.0
H 2.658 -0.429 -1.365 -0.1 0.0 0.0
H 1.163 0.421 -1.732 0.0 0.0 -0.1
H 3.142 1.186 3.205 -0.1 0.0 -0.2
H 1.635 2.725 4.224 0.0 -0.1 0.1
H 0.669 1.650 3.215 0.1 0.2 0.2
H -0.076 3.993 2.956 -0.1 0.0 0.0
H 0.605 3.387 1.438 -0.1 0.0 -0.1
H 2.115 5.114 3.442 0.0 0.1 0.1
H 1.433 5.660 1.911 0.0 0.1 0.0
H 3.855 5.111 1.658 0.0 0.0 -0.1
H 2.830 4.068 0.674 0.0 0.0 -0.2
H 3.982 3.388 3.409 0.0 -0.1 0.0
H 4.613 2.783 1.891 0.0 0.0 0.1
O -1.346 -0.460 2.521 -1.6 0.6 1.1
C -2.239 0.348 2.926 0.5 -0.6 -0.4
C -2.509 1.595 2.316 0.2 0.5 -0.5
C -3.617 2.360 2.716 -0.2 0.3 -0.1
C -3.938 3.508 2.028 0.7 -0.7 0.1
C -3.157 3.958 0.955 0.1 -0.3 0.2
C -2.050 3.241 0.569 0.0 0.1 0.0
C -1.703 2.051 1.227 0.3 -0.6 0.1
O -0.652 1.352 0.843 -0.8 1.4 -0.4
N -5.119 4.262 2.409 -0.2 0.1 0.1
O -5.755 3.856 3.352 -0.2 -0.1 0.3
O -5.385 5.237 1.746 -0.1 0.3 -0.2
H -2.859 0.030 3.766 0.1 -0.1 0.1
H -4.233 2.044 3.545 -0.1 0.0 0.1
H -3.450 4.866 0.451 0.0 0.1 -0.1
H -1.440 3.579 -0.255 0.1 0.0 0.0
Cl 2.981 -1.904 4.098 -0.4 0.2 0.1
Ge 0.877 -1.241 3.825 0.7 -0.6 0.0
Cl 0.533 0.033 5.586 -0.1 0.0 -0.3
Cl -0.274 -3.016 4.397 0.0 0.1 0.0
```
Forces are in eV/Å.

The value obtained for the maximum force is 2.06 eV Å⁻¹. As for the orbital gap (spin up / spin down): 0.2282 / 0.1974 hartree. Its net charge is +1. Its total energy is -6739.85856 Ha. For the energy above the lowest of the compared OMol25 structures with the same formula, charge and spin, the calculation gives 6.5 kJ/mol. Its HOMO energy (spin up / spin down) is -10.4 / -10.8 eV. Its spin multiplicity is 2.